DFT (ωB97M-V/def2-TZVPD) results for a 2-piece molecular cluster, C5H11N2O overall in a non-equilibrium geometry.

Values from the calculation:
E_tot, hartree: -381.65692
Charge: +1
E_LUMO, eV: -2.736
Multiplicity: 1
HOMO-LUMO gap, eV: 11.03
F_max, eV/Å: 1.377
Energy above the lowest of the compared OMol25 structures with the same formula, charge and spin, kJ/mol: 18.5

Structure (XYZ):
```
19
Properties=species:S:1:pos:R:3:lowdin_charge:R:1
C -2.108 1.474 1.485 -0.063
C -1.911 0.020 1.000 -0.169
C -0.744 -0.214 0.111 -0.214
C 0.554 -0.514 0.391 0.023
N 1.192 -0.695 -0.812 0.107
C 0.318 -0.568 -1.802 -0.046
N -0.870 -0.338 -1.260 0.160
H -3.138 1.771 1.337 0.075
H -1.756 1.583 2.500 0.076
H -1.502 2.155 0.880 0.078
H -2.819 -0.339 0.511 0.118
H -1.820 -0.648 1.855 0.122
H 1.011 -0.802 1.323 0.147
H 2.185 -0.849 -1.040 0.119
H 0.551 -0.753 -2.834 0.162
H -1.746 -0.161 -1.735 0.188
H 4.451 -0.228 -1.373 0.074
H 4.257 -0.288 0.148 0.075
O 3.895 -0.607 -0.685 -0.032
```

***

DFT (ωB97M-V/def2-TZVPD) results for a 2-piece molecular cluster, C5H11N2O overall in a non-equilibrium geometry.

Values from the calculation:
E_tot, hartree: -381.58784
Charge: +1
E_LUMO, eV: -5.198
Multiplicity: 1
HOMO-LUMO gap, eV: 8.65
F_max, eV/Å: 2.875
Energy above the lowest of the compared OMol25 structures with the same formula, charge and spin, kJ/mol: 199.9

Structure (XYZ):
```
19
Properties=species:S:1:pos:R:3:lowdin_charge:R:1
C 0.187 -0.920 -2.486 -0.134
C -1.059 -1.444 -2.491 0.122
C 2.008 0.067 -1.378 0.177
N 0.846 -0.475 -1.305 0.033
H 0.786 -0.793 -3.423 0.141
H -1.686 -1.510 -1.594 0.088
H -1.442 -1.758 -3.411 0.061
H 2.488 0.417 -0.489 0.105
H 2.485 0.146 -2.335 0.116
H 0.327 -0.606 -0.376 0.120
C 0.473 1.588 2.265 -0.001
C -0.663 0.707 1.809 -0.516
N -0.221 -0.558 1.330 0.093
O -1.856 1.003 1.841 0.091
H 1.259 1.666 1.460 0.088
H 0.947 1.168 3.157 0.095
H 0.069 2.568 2.511 0.094
H -0.988 -1.230 1.404 0.127
H 0.561 -0.849 1.878 0.100
```

***

DFT (ωB97M-V/def2-TZVPD) results for a 2-piece molecular cluster, C5H11N2O overall in a non-equilibrium geometry.

Values from the calculation:
E_tot, hartree: -381.46193
Charge: +1
E_LUMO (alpha / beta), eV: -3.607 / -3.607
Multiplicity: 1
HOMO-LUMO gap (alpha / beta), eV: 7.91 / 7.91
F_max, eV/Å: 3.891
Energy above the lowest of the compared OMol25 structures with the same formula, charge and spin, kJ/mol: 530.4

Structure (XYZ):
```
19
Properties=species:S:1:pos:R:3:lowdin_charge:R:1
C -2.658 -0.288 -0.497 0.069
C -0.538 -0.688 0.548 -0.185
C 0.982 1.090 1.228 -0.006
C 0.367 0.714 -1.377 -0.004
C 0.699 0.176 0.017 -0.532
N -3.544 -0.208 0.289 0.192
N 1.737 -0.867 -0.066 0.194
O -0.305 -1.814 0.943 0.003
H -2.410 -0.308 -1.528 0.085
H 2.117 1.221 1.184 0.114
H 0.591 0.549 2.190 0.125
H 0.364 1.980 1.225 0.087
H 0.325 -0.140 -2.044 0.095
H -0.603 1.129 -1.415 0.060
H 1.095 1.407 -1.694 0.086
H -3.948 -0.387 1.202 0.131
H 2.717 -0.730 0.127 0.167
H 1.555 -1.229 -0.990 0.152
H 1.458 -1.608 0.660 0.167
```